No. 1
{"formula": "C17H49N4O7", "method": "ωB97M-V with the def2-TZVPD basis set", "gap_ev": 10.23, "charge": 3, "symbols": ["C", "C", "C", "O", "C", "N", "H", "H", "H", "H", "H", "H", "H", "H", "H", "H", "H", "H", "C", "C", "C", "O", "C", "N", "H", "H", "H", "H", "H", "H", "H", "H", "H", "H", "H", "H", "C", "C", "C", "O", "C", "N", "H", "H", "H", "H", "H", "H", "H", "H", "H", "H", "H", "H", "C", "C", "C", "O", "C", "N", "H", "H", "H", "H", "H", "H", "H", "H", "H", "H", "H", "H", "O", "C", "O", "O", "H"], "xyz": [[-1.06, 8.14, -2.15], [-1.99, 7.27, -1.22], [-2.43, 7.92, 0.07], [-3.44, 7.14, 0.72], [-4.17, 8.02, 1.70], [-3.28, 6.85, -1.89], [-3.11, 5.96, -2.38], [-3.98, 6.65, -1.12], [-3.60, 7.54, -2.66], [-1.67, 8.85, -2.71], [-0.40, 7.52, -2.75], [-0.34, 8.68, -1.50], [-1.59, 6.25, -1.03], [-2.74, 8.95, -0.18], [-1.53, 8.09, 0.68], [-4.59, 8.90, 1.16], [-3.46, 8.39, 2.43], [-4.83, 7.37, 2.19], [4.69, -1.98, -0.98], [5.01, -2.83, 0.30], [5.13, -2.12, 1.63], [5.37, -3.11, 2.52], [5.47, -2.62, 3.85], [3.87, -3.86, 0.49], [4.06, -4.58, -0.18], [3.93, -4.23, 1.44], [2.99, -3.47, 0.36], [4.09, -2.46, -1.71], [5.58, -1.71, -1.55], [4.18, -1.07, -0.69], [5.89, -3.45, 0.26], [4.16, -1.66, 1.85], [5.96, -1.41, 1.57], [4.49, -2.29, 4.17], [6.20, -1.77, 3.85], [5.84, -3.44, 4.44], [-2.68, -4.22, -3.13], [-1.45, -4.00, -4.02], [-0.87, -2.60, -4.09], [0.31, -2.75, -4.83], [0.87, -1.44, -4.94], [-0.24, -4.91, -3.57], [-0.62, -5.82, -3.26], [0.40, -5.01, -4.39], [0.16, -4.50, -2.77], [-2.55, -3.91, -2.08], [-2.80, -5.31, -3.06], [-3.52, -3.73, -3.60], [-1.76, -4.31, -5.01], [-0.71, -2.10, -3.13], [-1.51, -1.97, -4.66], [1.92, -1.61, -5.15], [0.84, -0.84, -4.06], [0.35, -0.98, -5.83], [-3.41, -1.19, 4.28], [-2.32, -1.06, 3.24], [-1.04, -1.11, 3.91], [0.06, -0.92, 2.99], [0.78, 0.33, 3.12], [-2.37, -2.14, 2.16], [-2.29, -3.12, 2.52], [-3.33, -2.07, 1.81], [-1.60, -2.00, 1.47], [-3.30, -2.11, 4.90], [-4.35, -1.17, 3.77], [-3.40, -0.38, 5.00], [-2.43, -0.12, 2.71], [-0.89, -2.03, 4.49], [-1.12, -0.21, 4.56], [1.03, 0.56, 4.20], [0.22, 1.18, 2.61], [1.73, 0.37, 2.63], [1.54, -2.27, 0.27], [0.40, -2.89, -0.24], [0.68, -3.86, -0.94], [-0.67, -2.43, 0.13], [1.22, -1.80, 1.01]]}

No. 2
{"formula": "C17H50BClGaN6O6P2S", "method": "ωB97M-V with the def2-TZVPD basis set", "gap_ev": 5.10, "charge": -1, "symbols": ["O", "S", "O", "Cl", "C", "C", "C", "C", "Ga", "C", "B", "O", "O", "H", "H", "H", "H", "H", "H", "H", "H", "H", "H", "H", "H", "H", "H", "O", "P", "N", "C", "C", "N", "C", "C", "N", "C", "C", "H", "H", "H", "H", "H", "H", "H", "H", "H", "H", "H", "H", "H", "H", "H", "H", "H", "H", "O", "P", "N", "C", "C", "N", "C", "C", "N", "C", "C", "H", "H", "H", "H", "H", "H", "H", "H", "H", "H", "H", "H", "H", "H", "H", "H", "H", "H"], "xyz": [[-2.29, 4.57, 3.27], [-1.62, 3.15, 3.24], [-2.05, 2.46, 4.58], [0.48, 3.35, 3.22], [-2.27, 2.16, 1.75], [-2.00, 3.08, 0.41], [-1.84, 2.22, -0.97], [-0.54, 1.19, -0.99], [1.21, 2.04, -1.71], [2.53, 2.67, -0.25], [2.42, 4.31, 0.10], [3.26, 4.87, 1.21], [1.51, 5.14, -0.73], [-3.43, 2.05, 1.87], [-1.69, 1.14, 1.73], [-2.98, 3.75, 0.27], [-1.08, 3.80, 0.60], [-2.79, 1.52, -1.13], [-1.82, 2.94, -1.91], [-0.39, 0.63, 0.05], [-0.83, 0.33, -1.76], [1.97, 0.85, -2.52], [0.95, 3.21, -2.80], [2.54, 2.02, 0.74], [3.63, 2.54, -0.71], [4.13, 4.38, 1.27], [2.06, 5.37, -1.55], [-1.50, -0.58, -4.88], [-1.41, -0.92, -6.39], [-0.74, -2.46, -6.06], [0.35, -3.14, -6.76], [-1.75, -3.45, -5.69], [-0.18, 0.29, -6.62], [1.24, 0.00, -6.40], [-0.44, 1.55, -5.89], [-1.30, -1.31, -8.12], [-0.26, -0.92, -9.07], [-2.60, -0.96, -8.72], [0.03, -3.54, -7.73], [0.70, -3.99, -6.16], [1.23, -2.52, -6.90], [-2.32, -3.78, -6.57], [-2.46, -3.04, -4.97], [-1.30, -4.33, -5.22], [1.41, -0.50, -5.44], [1.85, 0.91, -6.42], [1.66, -0.60, -7.21], [-0.17, 1.48, -4.83], [-1.50, 1.82, -5.95], [0.12, 2.38, -6.33], [-0.15, 0.16, -9.16], [-0.50, -1.30, -10.07], [0.70, -1.38, -8.83], [-2.73, 0.13, -8.77], [-3.42, -1.36, -8.12], [-2.71, -1.37, -9.73], [0.11, -1.45, 4.46], [0.83, -1.77, 5.79], [-0.57, -2.51, 6.44], [-1.11, -2.40, 7.79], [-0.75, -3.89, 5.98], [0.91, -0.08, 6.18], [-0.19, 0.61, 6.87], [1.27, 0.78, 5.03], [1.65, -2.14, 7.33], [1.86, -1.25, 8.46], [2.96, -2.73, 6.98], [-0.53, -2.98, 8.52], [-2.14, -2.79, 7.82], [-1.20, -1.38, 8.14], [-0.05, -4.56, 6.48], [-0.59, -3.96, 4.90], [-1.77, -4.25, 6.16], [-1.16, 0.40, 6.39], [-0.04, 1.70, 6.87], [-0.23, 0.36, 7.92], [0.41, 0.98, 4.39], [2.05, 0.31, 4.42], [1.66, 1.74, 5.37], [2.42, -0.35, 8.21], [2.43, -1.76, 9.25], [0.93, -0.98, 8.95], [3.63, -1.97, 6.56], [2.83, -3.52, 6.24], [3.44, -3.19, 7.85]]}

Repeat the second record exactly.
{"formula": "C17H50BClGaN6O6P2S", "method": "ωB97M-V with the def2-TZVPD basis set", "gap_ev": 5.10, "charge": -1, "symbols": ["O", "S", "O", "Cl", "C", "C", "C", "C", "Ga", "C", "B", "O", "O", "H", "H", "H", "H", "H", "H", "H", "H", "H", "H", "H", "H", "H", "H", "O", "P", "N", "C", "C", "N", "C", "C", "N", "C", "C", "H", "H", "H", "H", "H", "H", "H", "H", "H", "H", "H", "H", "H", "H", "H", "H", "H", "H", "O", "P", "N", "C", "C", "N", "C", "C", "N", "C", "C", "H", "H", "H", "H", "H", "H", "H", "H", "H", "H", "H", "H", "H", "H", "H", "H", "H", "H"], "xyz": [[-2.29, 4.57, 3.27], [-1.62, 3.15, 3.24], [-2.05, 2.46, 4.58], [0.48, 3.35, 3.22], [-2.27, 2.16, 1.75], [-2.00, 3.08, 0.41], [-1.84, 2.22, -0.97], [-0.54, 1.19, -0.99], [1.21, 2.04, -1.71], [2.53, 2.67, -0.25], [2.42, 4.31, 0.10], [3.26, 4.87, 1.21], [1.51, 5.14, -0.73], [-3.43, 2.05, 1.87], [-1.69, 1.14, 1.73], [-2.98, 3.75, 0.27], [-1.08, 3.80, 0.60], [-2.79, 1.52, -1.13], [-1.82, 2.94, -1.91], [-0.39, 0.63, 0.05], [-0.83, 0.33, -1.76], [1.97, 0.85, -2.52], [0.95, 3.21, -2.80], [2.54, 2.02, 0.74], [3.63, 2.54, -0.71], [4.13, 4.38, 1.27], [2.06, 5.37, -1.55], [-1.50, -0.58, -4.88], [-1.41, -0.92, -6.39], [-0.74, -2.46, -6.06], [0.35, -3.14, -6.76], [-1.75, -3.45, -5.69], [-0.18, 0.29, -6.62], [1.24, 0.00, -6.40], [-0.44, 1.55, -5.89], [-1.30, -1.31, -8.12], [-0.26, -0.92, -9.07], [-2.60, -0.96, -8.72], [0.03, -3.54, -7.73], [0.70, -3.99, -6.16], [1.23, -2.52, -6.90], [-2.32, -3.78, -6.57], [-2.46, -3.04, -4.97], [-1.30, -4.33, -5.22], [1.41, -0.50, -5.44], [1.85, 0.91, -6.42], [1.66, -0.60, -7.21], [-0.17, 1.48, -4.83], [-1.50, 1.82, -5.95], [0.12, 2.38, -6.33], [-0.15, 0.16, -9.16], [-0.50, -1.30, -10.07], [0.70, -1.38, -8.83], [-2.73, 0.13, -8.77], [-3.42, -1.36, -8.12], [-2.71, -1.37, -9.73], [0.11, -1.45, 4.46], [0.83, -1.77, 5.79], [-0.57, -2.51, 6.44], [-1.11, -2.40, 7.79], [-0.75, -3.89, 5.98], [0.91, -0.08, 6.18], [-0.19, 0.61, 6.87], [1.27, 0.78, 5.03], [1.65, -2.14, 7.33], [1.86, -1.25, 8.46], [2.96, -2.73, 6.98], [-0.53, -2.98, 8.52], [-2.14, -2.79, 7.82], [-1.20, -1.38, 8.14], [-0.05, -4.56, 6.48], [-0.59, -3.96, 4.90], [-1.77, -4.25, 6.16], [-1.16, 0.40, 6.39], [-0.04, 1.70, 6.87], [-0.23, 0.36, 7.92], [0.41, 0.98, 4.39], [2.05, 0.31, 4.42], [1.66, 1.74, 5.37], [2.42, -0.35, 8.21], [2.43, -1.76, 9.25], [0.93, -0.98, 8.95], [3.63, -1.97, 6.56], [2.83, -3.52, 6.24], [3.44, -3.19, 7.85]]}

Please write out number 2 again, unchanged.
{"formula": "C17H50BClGaN6O6P2S", "method": "ωB97M-V with the def2-TZVPD basis set", "gap_ev": 5.10, "charge": -1, "symbols": ["O", "S", "O", "Cl", "C", "C", "C", "C", "Ga", "C", "B", "O", "O", "H", "H", "H", "H", "H", "H", "H", "H", "H", "H", "H", "H", "H", "H", "O", "P", "N", "C", "C", "N", "C", "C", "N", "C", "C", "H", "H", "H", "H", "H", "H", "H", "H", "H", "H", "H", "H", "H", "H", "H", "H", "H", "H", "O", "P", "N", "C", "C", "N", "C", "C", "N", "C", "C", "H", "H", "H", "H", "H", "H", "H", "H", "H", "H", "H", "H", "H", "H", "H", "H", "H", "H"], "xyz": [[-2.29, 4.57, 3.27], [-1.62, 3.15, 3.24], [-2.05, 2.46, 4.58], [0.48, 3.35, 3.22], [-2.27, 2.16, 1.75], [-2.00, 3.08, 0.41], [-1.84, 2.22, -0.97], [-0.54, 1.19, -0.99], [1.21, 2.04, -1.71], [2.53, 2.67, -0.25], [2.42, 4.31, 0.10], [3.26, 4.87, 1.21], [1.51, 5.14, -0.73], [-3.43, 2.05, 1.87], [-1.69, 1.14, 1.73], [-2.98, 3.75, 0.27], [-1.08, 3.80, 0.60], [-2.79, 1.52, -1.13], [-1.82, 2.94, -1.91], [-0.39, 0.63, 0.05], [-0.83, 0.33, -1.76], [1.97, 0.85, -2.52], [0.95, 3.21, -2.80], [2.54, 2.02, 0.74], [3.63, 2.54, -0.71], [4.13, 4.38, 1.27], [2.06, 5.37, -1.55], [-1.50, -0.58, -4.88], [-1.41, -0.92, -6.39], [-0.74, -2.46, -6.06], [0.35, -3.14, -6.76], [-1.75, -3.45, -5.69], [-0.18, 0.29, -6.62], [1.24, 0.00, -6.40], [-0.44, 1.55, -5.89], [-1.30, -1.31, -8.12], [-0.26, -0.92, -9.07], [-2.60, -0.96, -8.72], [0.03, -3.54, -7.73], [0.70, -3.99, -6.16], [1.23, -2.52, -6.90], [-2.32, -3.78, -6.57], [-2.46, -3.04, -4.97], [-1.30, -4.33, -5.22], [1.41, -0.50, -5.44], [1.85, 0.91, -6.42], [1.66, -0.60, -7.21], [-0.17, 1.48, -4.83], [-1.50, 1.82, -5.95], [0.12, 2.38, -6.33], [-0.15, 0.16, -9.16], [-0.50, -1.30, -10.07], [0.70, -1.38, -8.83], [-2.73, 0.13, -8.77], [-3.42, -1.36, -8.12], [-2.71, -1.37, -9.73], [0.11, -1.45, 4.46], [0.83, -1.77, 5.79], [-0.57, -2.51, 6.44], [-1.11, -2.40, 7.79], [-0.75, -3.89, 5.98], [0.91, -0.08, 6.18], [-0.19, 0.61, 6.87], [1.27, 0.78, 5.03], [1.65, -2.14, 7.33], [1.86, -1.25, 8.46], [2.96, -2.73, 6.98], [-0.53, -2.98, 8.52], [-2.14, -2.79, 7.82], [-1.20, -1.38, 8.14], [-0.05, -4.56, 6.48], [-0.59, -3.96, 4.90], [-1.77, -4.25, 6.16], [-1.16, 0.40, 6.39], [-0.04, 1.70, 6.87], [-0.23, 0.36, 7.92], [0.41, 0.98, 4.39], [2.05, 0.31, 4.42], [1.66, 1.74, 5.37], [2.42, -0.35, 8.21], [2.43, -1.76, 9.25], [0.93, -0.98, 8.95], [3.63, -1.97, 6.56], [2.83, -3.52, 6.24], [3.44, -3.19, 7.85]]}

- Number 1 is which compound?
  C17H49N4O7